The following is a quantum chemistry calculation of a molecular structure, AgCl, from the OMol25 dataset.

Calculated values
Energy relative to the best compared isomer or geometry (same formula, charge and spin) ... 57.1 kJ/mol
Net charge ... +1
Lowest unoccupied orbital energy (alpha / beta) ... -7.73 / -7.73 eV
Highest occupied orbital energy (alpha / beta) ... -15.89 / -15.40 eV
Spin multiplicity ... 2

Geometry (Å):
Ag  -0.178  0.396  -2.081
Cl  0.178  -0.396  2.081


The following is a quantum chemistry calculation of a molecular structure, AgH14O11P, from the OMol25 dataset.

Calculated values
Energy relative to the best compared isomer or geometry (same formula, charge and spin) ... 1314.2 kJ/mol
Net charge ... -2
Lowest unoccupied orbital energy ... 5.44 eV
Highest occupied orbital energy ... 0.83 eV

Geometry (Å):
Ag  -0.211  -0.337  0.260
P  0.202  2.256  0.794
O  0.856  1.592  -0.349
O  -0.836  1.604  -0.232
O  1.050  1.214  1.393
O  -0.626  1.301  1.618
O  0.321  0.300  -2.477
H  -0.612  0.142  -2.601
H  0.371  0.724  -1.598
O  3.035  0.748  -1.239
H  3.020  -0.226  -1.251
H  2.117  0.974  -1.002
O  -0.329  -1.000  2.467
H  0.589  -1.287  2.356
H  -0.387  -0.041  2.186
O  -2.210  0.185  -1.571
H  -2.419  0.750  -2.311
H  -1.589  0.784  -1.015
O  -0.417  -2.659  -0.178
H  -0.160  -2.651  -1.121
H  -1.281  -3.062  -0.111
O  -2.611  0.008  1.073
H  -1.721  0.514  1.250
H  -2.774  0.094  0.133
O  2.059  -0.977  1.005
H  2.923  -0.910  1.393
H  1.640  -0.040  1.129


The following is a quantum chemistry calculation of a molecular structure, AgH14O7, from the OMol25 dataset.

Calculated values
Energy relative to the best compared isomer or geometry (same formula, charge and spin) ... 7.8 kJ/mol
Net charge ... +2
Lowest unoccupied orbital energy (alpha / beta) ... -6.88 / -11.30 eV
Highest occupied orbital energy (alpha / beta) ... -18.70 / -18.69 eV
Spin multiplicity ... 2

Geometry (Å):
Ag  -0.110  0.008  0.037
O  -2.077  -0.922  0.119
H  -2.234  -1.813  0.465
H  -2.923  -0.577  -0.207
O  0.367  -1.680  -2.059
H  1.062  -1.385  -2.663
H  -0.036  -2.430  -2.519
O  1.922  0.809  -0.068
H  2.577  0.571  -0.743
H  2.403  1.145  0.705
O  0.096  0.288  2.613
H  0.786  0.525  3.249
H  -0.707  0.208  3.150
O  -0.462  1.118  -1.953
H  -0.024  1.950  -2.193
H  -1.124  0.937  -2.638
O  0.742  -1.939  0.847
H  0.295  -2.646  1.333
H  1.653  -2.235  0.707
O  -0.544  2.356  0.531
H  -1.306  2.717  0.054
H  -0.356  2.996  1.234


The following is a quantum chemistry calculation of a molecular structure, AgI2KN2O18Pb2S3, from the OMol25 dataset.

Calculated values
Net charge ... -4
Lowest unoccupied orbital energy ... 5.25 eV
Highest occupied orbital energy ... 3.39 eV

Geometry (Å):
K  2.461  -0.703  2.601
Pb  -1.127  -1.776  3.238
Pb  0.418  0.911  -0.322
Ag  1.036  -1.769  -2.771
N  -0.684  2.152  2.474
O  -1.449  2.527  3.338
O  0.302  1.503  2.857
O  -1.064  2.189  1.301
N  3.589  -0.614  -1.153
O  4.241  0.402  -1.122
O  3.443  -1.383  -2.130
O  2.990  -0.776  -0.136
S  1.741  0.920  -3.911
O  0.694  1.101  -4.941
O  2.569  -0.121  -4.484
O  2.356  2.221  -3.769
O  1.315  0.385  -2.614
S  -0.278  -2.358  0.188
O  0.759  -3.330  -0.073
O  -1.498  -2.878  0.769
O  -0.073  -1.310  1.220
O  -0.394  -1.491  -0.933
S  -4.320  -0.427  2.429
O  -4.633  -1.777  2.303
O  -4.652  0.343  1.289
O  -4.967  0.069  3.611
O  -2.980  -0.372  2.945
I  2.061  3.682  0.179
I  -1.855  2.679  -2.384


The following is a quantum chemistry calculation of a molecular structure, AlF30P5, from the OMol25 dataset.

Calculated values
Energy relative to the best compared isomer or geometry (same formula, charge and spin) ... 144.6 kJ/mol
Net charge ... -2
Lowest unoccupied orbital energy ... -3.80 eV
Highest occupied orbital energy ... -8.02 eV

Geometry (Å):
Al  -13.840  0.309  2.677
P  -15.384  3.453  0.879
F  -15.416  2.922  2.414
F  -14.658  2.024  0.530
F  -16.800  2.703  0.629
F  -15.233  3.958  -0.641
F  -16.154  4.775  1.319
F  -13.909  4.103  1.090
P  -11.819  -0.074  6.229
F  -10.722  0.763  7.070
F  -11.220  0.506  4.843
F  -10.821  -1.356  6.034
F  -13.000  -0.719  5.276
F  -12.400  -0.694  7.559
F  -12.798  1.223  6.341
P  -16.054  -1.341  -0.032
F  -14.614  -0.564  -0.028
F  -15.802  -1.455  1.605
F  -16.802  0.044  0.440
F  -17.479  -2.111  0.071
F  -16.338  -1.073  -1.559
F  -15.285  -2.771  -0.227
P  -10.801  0.424  0.489
F  -12.400  0.476  0.234
F  -10.791  1.996  0.145
F  -11.031  0.768  2.124
F  -9.227  0.487  0.779
F  -10.925  -1.095  0.971
F  -10.469  -0.083  -1.012
P  -16.822  0.376  4.895
F  -15.455  1.265  4.862
F  -15.817  -0.907  4.677
F  -16.701  0.265  6.512
F  -18.115  -0.555  4.852
F  -17.786  1.687  5.173
F  -16.829  0.574  3.276


The following is a quantum chemistry calculation of a molecular structure, ArH20O10, from the OMol25 dataset.

Calculated values
Energy relative to the best compared isomer or geometry (same formula, charge and spin) ... 92.0 kJ/mol
Lowest unoccupied orbital energy ... -0.34 eV
Highest occupied orbital energy ... -10.58 eV

Geometry (Å):
Ar  -16.400  -12.976  -8.655
O  -16.845  -16.732  -8.976
H  -16.566  -16.210  -9.729
H  -16.221  -17.457  -8.944
O  -18.643  -13.672  -12.334
H  -19.063  -13.139  -11.659
H  -17.715  -13.666  -12.102
O  -15.923  -14.050  -11.948
H  -16.056  -14.994  -11.861
H  -15.224  -13.965  -12.596
O  -16.533  -9.204  -10.353
H  -17.254  -9.654  -9.912
H  -16.293  -8.494  -9.759
O  -12.358  -12.070  -7.907
H  -12.603  -11.230  -7.518
H  -12.749  -12.053  -8.780
O  -18.874  -10.439  -9.633
H  -19.316  -10.080  -10.403
H  -19.333  -11.259  -9.454
O  -13.875  -12.446  -10.307
H  -13.919  -11.981  -11.143
H  -14.685  -12.955  -10.273
O  -17.484  -10.721  -4.994
H  -17.993  -10.165  -5.584
H  -17.792  -11.608  -5.176
O  -12.838  -13.940  -5.854
H  -13.032  -13.365  -6.594
H  -11.963  -14.281  -6.038
O  -16.921  -15.947  -6.048
H  -17.237  -16.208  -6.913
H  -16.011  -16.243  -6.026


The following is a quantum chemistry calculation of a molecular structure, ArH20O10, from the OMol25 dataset.

Calculated values
Energy relative to the best compared isomer or geometry (same formula, charge and spin) ... 37.5 kJ/mol
Lowest unoccupied orbital energy ... 0.05 eV
Highest occupied orbital energy ... -10.54 eV

Geometry (Å):
Ar  -0.556  -0.819  0.309
O  -1.862  -3.113  3.796
H  -1.006  -2.761  3.551
H  -1.666  -3.949  4.220
O  2.925  -1.063  -0.376
H  3.139  -0.158  -0.148
H  3.520  -1.591  0.156
O  -3.225  1.675  -0.551
H  -3.326  0.953  -1.172
H  -3.292  2.465  -1.089
O  1.328  -3.635  -0.793
H  1.562  -2.738  -0.555
H  1.382  -4.123  0.029
O  3.209  1.683  0.563
H  2.378  1.883  0.132
H  3.768  2.435  0.367
O  -3.287  -0.271  -2.624
H  -2.584  -0.787  -3.017
H  -3.661  0.221  -3.355
O  -0.157  1.300  -2.939
H  -0.284  2.090  -3.464
H  0.725  1.001  -3.164
O  0.924  2.601  -0.747
H  0.489  2.368  -1.567
H  0.241  2.520  -0.081
O  0.705  -2.600  3.079
H  1.272  -1.829  3.112
H  1.232  -3.301  3.463
O  -0.975  3.045  1.128
H  -1.106  3.903  0.725
H  -1.813  2.596  1.012


The following is a quantum chemistry calculation of a molecular structure, ArH22O11, from the OMol25 dataset.

Calculated values
Energy relative to the best compared isomer or geometry (same formula, charge and spin) ... 88.9 kJ/mol
Lowest unoccupied orbital energy ... -0.21 eV
Highest occupied orbital energy ... -10.53 eV

Geometry (Å):
Ar  -0.272  -0.167  0.046
O  -0.141  -3.439  -1.011
H  0.574  -2.822  -0.855
H  0.227  -4.294  -0.788
O  3.173  -1.555  2.166
H  2.852  -0.657  2.075
H  3.931  -1.481  2.746
O  -2.523  -2.505  -0.086
H  -1.639  -2.666  -0.417
H  -3.023  -2.237  -0.857
O  -0.980  0.890  3.239
H  -0.649  0.768  4.129
H  -0.799  1.808  3.038
O  2.047  0.811  -2.475
H  2.826  0.894  -3.024
H  1.335  1.153  -3.015
O  2.087  -1.759  -1.612
H  3.005  -1.869  -1.365
H  2.063  -0.927  -2.084
O  -3.732  -1.427  2.549
H  -3.476  -1.745  1.683
H  -3.081  -1.800  3.144
O  0.782  3.875  -0.457
H  1.052  4.206  -1.314
H  -0.051  3.432  -0.623
O  -3.251  0.600  -0.009
H  -2.932  0.293  0.840
H  -3.557  -0.191  -0.451
O  3.042  2.525  -0.136
H  2.278  3.095  -0.050
H  2.789  1.884  -0.801
O  -1.257  2.154  -1.393
H  -1.690  1.603  -0.740
H  -1.011  1.549  -2.092